1.
{"formula": "C24H52B2FN2O10", "method": "ωB97M-V/def2-TZVPD", "species": ["C", "C", "N", "C", "C", "C", "C", "C", "O", "C", "C", "O", "C", "O", "B", "O", "O", "C", "C", "N", "F", "C", "C", "C", "C", "C", "C", "C", "O", "C", "C", "O", "C", "C", "B", "O", "O", "H", "H", "H", "H", "H", "H", "H", "H", "H", "H", "H", "H", "H", "H", "H", "H", "H", "H", "H", "H", "H", "H", "H", "H", "H", "H", "H", "H", "H", "H", "H", "H", "H", "H", "H", "H", "H", "H", "H", "H", "H", "H", "H", "H", "H", "H", "H", "H", "C", "O", "H", "H", "H", "H"], "positions_angstrom": [[4.3553, -0.8492, 2.3584], [2.8885, -0.4437, 2.5168], [1.9949, -1.1133, 1.5619], [1.2976, -0.4208, 0.4974], [1.9190, 0.9374, 0.1845], [3.4032, 0.9268, -0.2196], [3.7499, 2.1193, -1.1227], [4.0916, 3.3215, -0.2511], [4.1320, 4.5283, -1.0077], [3.0318, 5.3423, -0.8922], [2.4128, 5.6995, -2.2182], [2.6478, 5.7391, 0.1681], [1.3449, -1.3822, -0.8373], [2.1334, -2.5051, -0.6247], [1.6858, -0.7830, -2.3334], [2.2471, -1.6482, -3.2392], [1.2673, 0.4459, -2.6824], [1.6208, 1.0255, -3.9555], [0.6288, 0.6392, -5.0322], [-0.0968, -1.9542, -0.9068], [-0.0943, -3.2364, -1.3973], [-0.7709, -1.8366, 0.4458], [-0.2698, -3.0823, 1.2253], [-0.6620, -3.1899, 2.7024], [-2.3104, -1.9507, 0.3398], [-2.9441, -2.0587, -1.0555], [-4.4710, -1.8442, -0.9872], [-5.3213, -3.0228, -1.4848], [-5.9958, -2.7795, -2.7076], [-0.2609, -0.3915, 0.7794], [-0.6044, 0.0105, 2.2138], [0.1478, 1.1583, 2.5137], [-0.2958, 1.8502, 3.6729], [-0.9619, 0.6183, -0.1921], [-1.1968, 2.1133, 0.3211], [-0.5144, 3.1958, -0.1833], [-2.1798, 2.3501, 1.2378], [4.5412, -1.8034, 2.8500], [4.6261, -0.9724, 1.3110], [5.0211, -0.1089, 2.8035], [2.7578, 0.6378, 2.5303], [2.5754, -0.7767, 3.5093], [1.3405, -1.6658, 2.0840], [1.3676, 1.4439, -0.5927], [1.7933, 1.5479, 1.0754], [4.0132, 1.0265, 0.6784], [3.7024, -0.0229, -0.6793], [2.9033, 2.3698, -1.7625], [4.6121, 1.8843, -1.7485], [5.0700, 3.1767, 0.2087], [3.3732, 3.4241, 0.5671], [2.9060, 6.5926, -2.6051], [1.3579, 5.9138, -2.0734], [2.5692, 4.9050, -2.9452], [3.0488, -2.3136, -0.8491], [3.1909, -1.6127, -3.4180], [2.6441, 0.7626, -4.2227], [1.6057, 2.1034, -3.7973], [1.0234, 0.8892, -6.0150], [0.4289, -0.4315, -5.0025], [-0.3162, 1.1610, -4.8859], [-0.6395, -1.4502, -1.6131], [0.8010, -3.2300, 1.1122], [-0.7305, -3.9294, 0.7190], [-0.7340, -4.2403, 2.9747], [-1.6355, -2.7429, 2.9108], [0.0590, -2.7219, 3.3730], [-2.7548, -1.0879, 0.8359], [-2.6422, -2.8337, 0.8849], [-2.5228, -1.3120, -1.7413], [-2.7192, -3.0347, -1.4922], [-4.7373, -1.6638, 0.0565], [-4.7541, -0.9494, -1.5434], [-6.1024, -3.2491, -0.7615], [-4.6950, -3.9188, -1.5789], [-5.3915, -2.3653, -3.3303], [-0.3888, -0.7866, 2.9281], [-1.6737, 0.2337, 2.2963], [0.0126, 2.8883, 3.5716], [-1.3825, 1.8090, 3.7602], [0.1691, 1.4310, 4.5690], [-0.4073, 0.6859, -1.1304], [-1.9568, 0.2576, -0.4608], [-0.2251, 3.0813, -1.0925], [-2.4068, 3.2870, 1.2734], [-6.3824, -1.4282, 2.6883], [-5.3736, -2.4332, 2.7559], [-6.7687, -1.4336, 1.6711], [-7.2067, -1.6383, 3.3723], [-5.9819, -0.4347, 2.9066], [-5.0342, -2.4498, 3.6555]], "mulliken_charge": [-1.60, -0.34, 0.11, 1.99, -1.96, -0.80, -0.28, -0.94, -0.38, 0.78, -0.98, -0.53, -1.28, -0.59, 0.35, -0.50, -0.01, -0.25, -1.42, 0.43, -0.26, 0.80, -1.69, -1.43, -1.24, -0.45, -0.42, -0.49, -0.55, 2.02, -2.66, 0.11, -1.00, -1.23, 1.06, -0.47, -0.65, 0.41, 0.26, 0.41, 0.25, 0.56, 0.25, -0.11, 1.56, 0.45, 0.52, -0.34, 0.42, 0.30, 0.53, 0.33, 0.30, 0.26, 0.60, 0.31, 0.48, 0.12, 0.42, 0.31, 0.31, 0.73, 0.79, 0.63, 0.45, 0.37, 0.34, 0.33, 0.56, 0.27, 0.45, -0.21, 0.54, 0.29, 0.31, 0.31, 0.94, 0.67, 0.28, 0.32, 0.28, 0.04, -0.44, 0.27, 0.30, -0.57, -0.47, 0.21, 0.32, 0.24, 0.28], "molar_mass_g_mol": 569.31, "de_lowest_kcal_mol": 0.0, "charge": 1}



2.
{"formula": "C24H52ClN5O9S", "method": "ωB97M-V/def2-TZVPD", "species": ["C", "C", "C", "Cl", "C", "O", "C", "C", "N", "C", "C", "C", "O", "C", "C", "C", "O", "S", "O", "O", "H", "H", "H", "H", "H", "H", "H", "H", "H", "H", "H", "H", "H", "H", "H", "H", "H", "H", "H", "H", "H", "H", "H", "H", "C", "C", "O", "N", "C", "H", "H", "H", "H", "H", "H", "H", "C", "C", "O", "N", "C", "H", "H", "H", "H", "H", "H", "H", "C", "C", "O", "N", "C", "H", "H", "H", "H", "H", "H", "H", "C", "C", "O", "N", "C", "H", "H", "H", "H", "H", "H", "H"], "positions_angstrom": [[0.5362, 1.4496, 4.0999], [-0.0310, 2.8816, 3.8271], [0.8192, 3.7584, 2.8429], [2.5939, 3.4303, 2.9082], [0.2118, 3.7776, 1.3747], [-0.8521, 4.6641, 1.4426], [-2.0465, 4.2834, 0.7810], [-2.9902, 3.3600, 1.6365], [-4.1773, 2.9527, 0.8502], [-4.8425, 1.8901, 1.6404], [-4.6639, 0.4659, 1.0424], [-3.1969, 0.0944, 0.6723], [-5.5316, 0.2852, -0.0788], [-0.0318, 2.3496, 0.8243], [1.2979, 1.5325, 0.5241], [2.1252, 2.2436, -0.5834], [2.6433, 3.5422, -0.2303], [1.4681, 4.5888, 0.2286], [2.0172, 5.8050, 0.8928], [0.6806, 5.0256, -0.9617], [1.3258, 1.5272, 4.8667], [0.8275, 0.8835, 3.1990], [-0.2913, 0.8669, 4.5733], [0.0007, 3.4214, 4.8013], [-1.1040, 2.8738, 3.5435], [0.6880, 4.8047, 3.1907], [-1.9162, 3.9014, -0.2546], [-2.6371, 5.2181, 0.6489], [-3.3488, 3.9549, 2.5001], [-2.4855, 2.4349, 1.9900], [-3.8858, 2.5559, -0.0450], [-5.9382, 2.0830, 1.7111], [-4.4830, 1.8527, 2.6918], [-4.9907, -0.2727, 1.8187], [-2.8705, 0.6127, -0.2579], [-3.1955, -0.9913, 0.4259], [-2.4680, 0.2246, 1.4959], [-5.4846, -0.6553, -0.2883], [-0.6069, 1.7046, 1.5259], [-0.5793, 2.3070, -0.1430], [1.8613, 1.2812, 1.4369], [0.9601, 0.5673, 0.0810], [3.0135, 1.6042, -0.7899], [1.5843, 2.3084, -1.5570], [6.6239, 0.0452, -1.2507], [5.2305, -0.5239, -1.2965], [4.2382, 0.1728, -1.1531], [5.0981, -1.8619, -1.5040], [6.1512, -2.8420, -1.6911], [6.5693, 1.1168, -1.0785], [7.1897, -0.4095, -0.4356], [7.1327, -0.1292, -2.2001], [4.1400, -2.1779, -1.5242], [6.0104, -3.3185, -2.6628], [6.0648, -3.5978, -0.9074], [7.1398, -2.3967, -1.6510], [-2.5722, 2.8391, -4.7953], [-2.7568, 2.0512, -3.5256], [-2.9492, 2.5919, -2.4477], [-2.7042, 0.6946, -3.6088], [-2.4872, -0.1191, -4.7890], [-2.6393, 3.9006, -4.5727], [-1.5900, 2.6354, -5.2248], [-3.3535, 2.5839, -5.5132], [-2.8374, 0.2285, -2.7248], [-3.3475, -0.7775, -4.9256], [-1.5937, -0.7287, -4.6376], [-2.3576, 0.4867, -5.6797], [-2.5385, -3.1792, -1.3634], [-3.9334, -3.7302, -1.4962], [-4.9239, -3.0269, -1.3496], [-4.0685, -5.0504, -1.7871], [-3.0190, -6.0304, -1.9936], [-2.5972, -2.1207, -1.1324], [-2.0100, -3.6849, -0.5535], [-1.9918, -3.3008, -2.3003], [-5.0270, -5.3532, -1.8613], [-3.1210, -6.4499, -2.9963], [-3.1352, -6.8308, -1.2606], [-2.0313, -5.5933, -1.8896], [2.7287, -4.5751, 3.1402], [3.1388, -3.4759, 2.1948], [2.3549, -2.6230, 1.8099], [4.4327, -3.4574, 1.7710], [5.4966, -4.3812, 2.1180], [1.6770, -4.4615, 3.3890], [2.8716, -5.5494, 2.6695], [3.3119, -4.5172, 4.0606], [4.6431, -2.6975, 1.1410], [6.3090, -3.8228, 2.5871], [5.8708, -4.8485, 1.2046], [5.1561, -5.1541, 2.7991]], "mulliken_charge": [-1.12, -0.52, -0.03, -0.14, 0.33, -0.36, -0.74, 0.34, -0.37, -0.91, 0.20, -0.58, -0.57, 0.39, -1.15, -0.40, -0.32, 1.41, -0.71, -0.74, 0.33, 0.20, 0.37, 0.39, 0.16, 0.61, 0.26, 0.44, 0.28, -0.02, 0.20, 0.33, 0.35, 0.33, -0.07, 0.44, 0.07, 0.30, -0.59, 0.40, 0.29, 0.37, 0.32, 0.23, -1.33, 0.79, -0.63, -0.17, -0.67, 0.29, 0.36, 0.38, 0.23, 0.32, 0.07, 0.32, -1.58, 0.95, -0.61, 0.06, -0.99, 0.31, 0.40, 0.42, 0.01, 0.30, 0.28, 0.41, -0.69, 0.75, -0.64, -0.18, -0.83, -0.25, 0.38, 0.42, 0.25, 0.28, 0.28, 0.33, -1.39, 0.88, -0.61, -0.05, -0.95, 0.27, 0.38, 0.39, 0.10, 0.29, 0.28, 0.39], "molar_mass_g_mol": 622.23, "smiles": "CC[C@@H](Cl)[C@]1(OCCNC[C@H](C)O)CCCOS1(=O)=O.CNC(C)=O.CNC(C)=O.CNC(C)=O.CNC(C)=O", "charge": 0}



no.,LUMO energy (eV),orbital gap (eV)
1,-2.43,9.212
2,0.13,8.510